No. 1
{"formula": "C4H13N3O", "method": "wB97M-V/def2-TZVPD", "homo_lumo_gap_ev": 10.00, "spin_multiplicity": 1, "smiles": "CN[C@@H](C)N.NC=O", "energy_ha": -399.719650, "de_lowest_kj_mol": 72.55, "elements": ["C", "N", "C", "C", "N", "H", "H", "H", "H", "H", "H", "H", "H", "H", "H", "N", "C", "O", "H", "H", "H"], "coordinates": [[-0.257, 1.673, 0.668], [-0.049, 0.612, -0.314], [-1.188, -0.281, -0.500], [-1.550, -0.990, 0.801], [-2.346, 0.464, -0.979], [-0.256, 1.239, 1.666], [0.572, 2.375, 0.597], [-1.198, 2.207, 0.510], [0.159, 1.044, -1.211], [-0.841, -1.040, -1.230], [-2.052, -0.301, 1.474], [-0.653, -1.375, 1.277], [-2.218, -1.821, 0.593], [-2.219, 0.762, -1.940], [-3.186, -0.098, -0.929], [2.316, -0.843, 0.296], [3.421, -0.657, -0.436], [4.471, -1.230, -0.284], [1.447, -0.331, 0.120], [2.358, -1.517, 1.044], [3.269, 0.106, -1.225]], "forces_ev_per_angstrom": [[-0.11, 0.07, -0.01], [-0.08, 0.20, -0.27], [0.10, -0.27, -0.10], [0.08, 0.16, -0.37], [-0.11, -0.03, -0.06], [0.03, 0.08, 0.08], [0.02, 0.02, 0.07], [0.04, 0.01, 0.08], [0.02, -0.09, 0.07], [-0.12, 0.22, 0.21], [-0.05, 0.05, 0.13], [0.06, -0.09, 0.08], [-0.06, -0.08, 0.03], [-0.08, -0.08, 0.04], [-0.04, 0.03, -0.06], [-0.20, -0.30, 0.46], [-0.31, 0.37, -0.28], [0.59, -0.26, 0.02], [0.06, 0.03, -0.10], [0.07, 0.00, -0.03], [0.08, -0.04, 0.00]]}

No. 2
{"formula": "C20H21N6OSTm", "method": "wB97M-V/def2-TZVPD", "homo_lumo_gap_ev": [8.11, 8.12], "spin_multiplicity": 3, "energy_ha": -2661.553460, "de_lowest_kj_mol": 37.19, "total_charge": 2, "elements": ["Tm", "N", "C", "C", "C", "C", "C", "C", "C", "C", "N", "C", "H", "H", "H", "H", "H", "H", "H", "H", "N", "C", "C", "C", "N", "H", "H", "H", "H", "N", "C", "N", "C", "C", "C", "C", "C", "C", "S", "H", "H", "H", "H", "H", "H", "C", "O", "H", "H", "H"], "coordinates": [[-0.372, 0.220, 0.360], [-0.887, -1.156, -1.595], [-0.613, -2.576, -1.423], [-1.024, -3.518, -2.321], [-0.727, -4.883, -2.121], [-0.017, -5.277, -1.025], [0.420, -4.323, -0.076], [1.157, -4.679, 1.075], [1.547, -3.716, 1.964], [1.192, -2.385, 1.701], [0.507, -2.006, 0.634], [0.115, -2.960, -0.271], [-0.407, -0.807, -2.425], [-1.880, -0.996, -1.773], [-1.580, -3.213, -3.199], [-1.065, -5.605, -2.850], [0.219, -6.321, -0.869], [1.404, -5.720, 1.242], [2.111, -3.951, 2.854], [1.473, -1.600, 2.394], [0.431, 1.732, 3.113], [1.325, 2.102, 4.035], [2.572, 1.723, 3.574], [2.324, 1.088, 2.364], [1.016, 1.101, 2.069], [-0.575, 1.831, 3.135], [1.005, 2.611, 4.929], [3.516, 1.882, 4.064], [3.025, 0.638, 1.678], [-2.971, 1.508, -1.043], [-2.027, 2.509, -1.079], [-0.815, 2.340, -0.594], [-0.056, 3.514, -0.763], [1.267, 3.698, -0.372], [1.870, 4.911, -0.647], [1.178, 5.934, -1.301], [-0.135, 5.761, -1.695], [-0.738, 4.541, -1.413], [-2.370, 4.045, -1.761], [-3.097, 1.077, -0.126], [-3.852, 1.726, -1.486], [1.822, 2.922, 0.141], [2.897, 5.069, -0.350], [1.676, 6.872, -1.501], [-0.673, 6.552, -2.199], [-2.693, -0.997, 2.099], [-2.033, 0.110, 1.486], [-2.039, -1.463, 2.841], [-2.945, -1.745, 1.342], [-3.608, -0.669, 2.592]], "forces_ev_per_angstrom": [[-0.15, 0.04, 0.23], [-0.01, 0.35, -0.05], [0.05, -0.06, 0.11], [0.02, 0.02, 0.04], [-0.04, 0.10, -0.05], [0.00, 0.00, 0.01], [-0.02, -0.04, -0.04], [0.01, -0.01, 0.03], [-0.05, 0.13, -0.05], [-0.02, -0.11, -0.02], [0.04, 0.21, 0.01], [0.04, -0.03, 0.01], [-0.06, -0.11, -0.03], [0.06, -0.09, -0.06], [-0.01, -0.02, -0.02], [0.01, -0.03, 0.01], [0.01, 0.00, 0.02], [0.00, -0.01, 0.00], [0.00, -0.02, 0.00], [0.01, -0.04, 0.02], [-0.06, -0.13, -0.06], [-0.08, 0.13, -0.15], [-0.08, -0.05, 0.18], [-0.04, 0.12, -0.18], [-0.05, -0.14, 0.11], [0.05, -0.01, 0.06], [0.09, 0.02, 0.04], [0.03, -0.04, -0.01], [0.03, 0.01, 0.02], [0.07, -0.08, 0.09], [-0.26, -0.03, 0.05], [-0.06, -0.04, -0.08], [0.06, -0.15, 0.03], [0.00, 0.09, -0.03], [0.01, -0.01, 0.01], [0.03, -0.03, 0.01], [0.00, -0.05, 0.04], [0.04, 0.11, -0.02], [0.06, -0.01, -0.09], [0.05, 0.02, 0.02], [0.01, 0.03, 0.01], [-0.05, -0.03, 0.00], [0.01, 0.02, -0.01], [0.00, 0.01, -0.01], [-0.02, 0.00, -0.01], [0.05, 0.07, -0.03], [0.37, -0.08, -0.28], [-0.09, -0.01, 0.04], [-0.10, -0.04, 0.10], [0.00, 0.00, 0.00]]}

No. 3
{"formula": "C5H8O", "method": "wB97M-V/def2-TZVPD", "homo_lumo_gap_ev": 10.34, "spin_multiplicity": 1, "energy_ha": -270.402024, "de_lowest_kj_mol": 409.24, "elements": ["C", "C", "C", "C", "C", "O", "H", "H", "H", "H", "H", "H", "H", "H"], "coordinates": [[-1.122, -0.904, -0.563], [-0.692, 0.519, -0.859], [-0.292, 1.482, 0.204], [0.676, 1.039, -0.535], [1.975, -1.061, 0.493], [2.455, -1.532, -0.410], [-0.673, -1.278, 0.362], [-2.210, -0.956, -0.446], [-0.840, -1.581, -1.379], [-1.186, 0.928, -1.750], [0.224, 0.159, 2.666], [-0.632, 2.269, 0.854], [1.631, 1.275, -0.972], [0.747, -0.300, 2.362]], "forces_ev_per_angstrom": [[-0.06, -0.11, 0.04], [-0.23, -0.34, -0.29], [0.27, 0.29, -0.22], [-0.41, 0.79, -0.29], [0.39, -0.41, -0.09], [-0.03, 0.01, 0.02], [-0.03, 0.08, -0.10], [0.11, -0.02, -0.03], [-0.05, 0.09, 0.12], [0.05, -0.06, 0.14], [0.37, -0.38, -0.11], [0.01, -0.15, 0.18], [0.13, -0.24, 0.23], [-0.51, 0.44, 0.38]]}

No. 4
{"formula": "C4H5NO2", "method": "wB97M-V/def2-TZVPD", "homo_lumo_gap_ev": [7.78, 7.78], "spin_multiplicity": 1, "energy_ha": -360.521516, "de_lowest_kj_mol": 388.32, "elements": ["O", "C", "C", "O", "N", "C", "C", "H", "H", "H", "H", "H"], "coordinates": [[-0.772, -1.929, 1.339], [-0.524, -1.869, 0.162], [-0.182, -0.626, -0.645], [-0.094, -0.680, -1.855], [-0.106, 0.632, 0.060], [-0.432, 1.790, -0.426], [1.019, 0.288, 0.790], [-0.572, -2.743, -0.515], [-0.035, 2.676, 0.056], [-1.019, 1.841, -1.334], [1.850, 0.979, 0.729], [0.867, -0.360, 1.641]], "forces_ev_per_angstrom": [[-0.02, 0.12, -0.62], [-0.07, -0.12, 0.45], [-0.12, 0.02, -0.43], [-0.20, 0.00, 0.40], [0.14, 0.18, -0.24], [0.05, -0.12, 0.02], [0.17, 0.12, 0.27], [0.07, 0.03, 0.11], [-0.05, -0.15, -0.05], [0.05, -0.09, 0.14], [-0.10, 0.04, 0.17], [0.08, -0.03, -0.21]]}

Question: What is the formula in the fourth record?
Answer: C4H5NO2